(1)
# C37H41IN3O2PSe2W

C37H41IN3O2PSe2W as an isolated structure (ωB97M-V/def2-TZVPD, the Open Molecules 2025 dataset).

Last column: Löwdin charge in e.
Cartesian coordinates (Å):
W  -0.794  0.603  0.773  0.990
C  3.551  1.652  -0.222  -0.025
C  4.164  1.686  1.014  -0.036
C  3.370  1.597  2.143  0.005
C  2.001  1.427  2.000  -0.201
N  1.423  1.265  0.797  -0.037
C  2.189  1.429  -0.288  -0.141
C  1.080  1.681  3.126  -0.218
C  1.510  1.824  4.436  -0.009
C  0.646  2.377  5.367  -0.045
C  -0.599  2.800  4.945  -0.033
C  -0.979  2.550  3.635  -0.175
N  -0.181  1.956  2.753  -0.003
H  4.110  1.773  -1.138  0.121
H  5.234  1.817  1.104  0.119
H  3.805  1.716  3.123  0.111
H  1.686  1.381  -1.240  0.090
H  2.509  1.530  4.721  0.111
H  0.957  2.499  6.396  0.116
H  -1.291  3.291  5.614  0.114
H  -1.966  2.805  3.272  0.022
C  6.327  -1.227  0.316  -0.093
C  5.625  -1.186  -0.882  -0.083
C  4.261  -1.438  -0.904  -0.087
C  3.568  -1.729  0.271  -0.373
C  4.287  -1.756  1.467  -0.129
C  5.654  -1.518  1.493  -0.092
P  1.764  -2.060  0.445  1.104
C  1.685  -3.855  0.107  -0.378
C  2.758  -4.730  0.228  -0.084
C  2.575  -6.097  0.048  -0.087
C  1.322  -6.602  -0.257  -0.093
C  0.243  -5.734  -0.384  -0.078
C  0.422  -4.374  -0.199  -0.104
C  1.013  -1.396  -1.078  -0.410
C  1.403  -1.966  -2.295  -0.120
C  1.034  -1.421  -3.509  -0.074
C  0.252  -0.279  -3.508  -0.073
C  -0.216  0.241  -2.312  -0.288
C  0.110  -0.311  -1.056  -0.501
H  7.393  -1.036  0.330  0.102
H  6.143  -0.958  -1.805  0.105
H  3.731  -1.389  -1.845  0.094
H  3.761  -1.965  2.393  0.098
H  6.192  -1.556  2.432  0.103
H  3.747  -4.352  0.457  0.097
H  3.422  -6.765  0.143  0.101
H  1.184  -7.666  -0.401  0.100
H  -0.739  -6.116  -0.631  0.104
H  -0.421  -3.701  -0.320  0.098
H  2.019  -2.859  -2.282  0.108
H  1.358  -1.875  -4.437  0.104
H  -0.036  0.190  -4.441  0.109
H  -0.865  1.102  -2.354  -0.003
O  -7.279  1.327  0.814  -0.049
C  -6.307  0.287  0.823  -0.231
C  -5.159  0.498  -0.168  -0.591
C  -5.755  0.766  -1.558  -0.212
O  -4.868  0.523  -2.634  -0.076
C  -4.298  1.690  0.257  -0.521
Se  -3.116  1.255  1.747  0.658
C  -4.331  -0.790  -0.147  -0.503
Se  -2.484  -0.658  -0.805  0.799
H  -6.945  2.064  1.332  0.082
H  -6.843  -0.625  0.551  0.132
H  -5.895  0.147  1.828  0.111
H  -6.146  1.788  -1.590  0.128
H  -6.598  0.090  -1.724  0.133
H  -4.013  0.928  -2.444  0.044
H  -4.922  2.531  0.567  0.069
H  -3.660  2.060  -0.545  -0.013
H  -4.781  -1.534  -0.809  0.077
H  -4.312  -1.200  0.861  0.026
I  -0.914  3.262  -0.471  0.174
C  0.273  -2.448  3.403  -0.070
C  -0.932  -1.588  3.024  -0.658
C  -1.352  -0.768  4.247  -0.048
C  -2.090  -2.467  2.553  -0.037
N  -0.639  -0.658  1.941  -0.191
H  0.034  -2.974  4.329  0.088
H  1.157  -1.831  3.571  0.067
H  0.508  -3.186  2.640  0.045
H  -1.652  -1.450  5.045  0.093
H  -2.197  -0.120  4.015  0.038
H  -0.522  -0.162  4.615  0.067
H  -2.310  -3.216  3.316  0.094
H  -1.837  -2.975  1.623  0.072
H  -2.978  -1.859  2.384  0.054

Forces on atoms 1 to 6 (eV/Å):
-0.05 0.13 0.10
0.02 0.00 0.01
-0.02 0.00 -0.01
-0.02 0.00 -0.06
0.01 -0.01 0.06
0.07 0.00 0.01

For the HOMO-LUMO gap, the calculation gives 6.461 eV. As for the energy above the lowest of the compared OMol25 structures with the same formula, charge and spin: 0.79 kcal per mole. As for the max |F|: 0.3 eV/A. The molar mass comes out at 1059.392 g/mol.

(2)
# C37H41N2O3S

A 2-piece molecular cluster, C37H41N2O3S overall (ωB97M-V/def2-TZVPD, the Open Molecules 2025 dataset).

Last column: Löwdin charge in e.
Cartesian coordinates (Å):
C  -6.903  -0.688  1.792  -0.056
N  -5.697  0.068  2.059  -0.194
C  -5.927  1.488  2.257  -0.059
C  -4.456  -0.481  2.068  -0.218
C  -3.381  0.219  2.690  -0.018
C  -2.093  -0.270  2.584  -0.023
C  -1.771  -1.386  1.730  -0.209
C  -0.445  -1.717  1.350  0.067
C  0.703  -0.927  1.644  -0.194
C  1.997  -1.496  1.858  0.026
C  3.136  -0.743  1.967  -0.067
C  4.537  -1.389  2.065  -0.546
C  5.339  -1.028  0.803  -0.043
C  4.425  -2.909  2.157  -0.082
C  5.302  -0.883  3.299  -0.052
C  3.047  0.729  1.923  -0.281
O  4.071  1.455  1.945  -0.014
C  1.700  1.312  1.865  -0.071
C  1.527  2.844  1.914  -0.540
C  2.206  3.425  3.162  -0.049
C  0.044  3.225  1.942  -0.073
C  2.173  3.449  0.660  -0.049
C  0.620  0.492  1.690  -0.005
C  -2.890  -2.178  1.300  -0.009
C  -4.191  -1.752  1.476  -0.014
H  -6.727  -1.762  1.704  0.075
H  -7.627  -0.541  2.606  0.091
H  -7.369  -0.332  0.862  0.096
H  -5.011  2.078  2.153  0.082
H  -6.647  1.838  1.505  0.090
H  -6.347  1.681  3.256  0.093
H  -3.577  1.139  3.252  0.104
H  -1.289  0.230  3.127  0.110
H  -0.287  -2.677  0.847  0.131
H  2.066  -2.583  1.905  0.106
H  5.457  0.060  0.740  0.076
H  6.329  -1.501  0.841  0.083
H  4.805  -1.376  -0.092  0.093
H  3.890  -3.208  3.067  0.086
H  3.901  -3.315  1.284  0.084
H  5.421  -3.367  2.189  0.084
H  4.778  -1.164  4.220  0.085
H  6.307  -1.327  3.315  0.081
H  5.397  0.207  3.263  0.072
H  3.271  3.174  3.162  0.074
H  2.095  4.516  3.166  0.081
H  1.747  3.015  4.070  0.086
H  -0.468  2.906  1.025  0.087
H  -0.460  2.776  2.809  0.082
H  -0.072  4.313  2.017  0.084
H  1.721  3.019  -0.244  0.079
H  2.032  4.538  0.650  0.086
H  3.245  3.221  0.651  0.075
H  -0.349  0.945  1.506  0.089
H  -2.702  -3.120  0.782  0.121
H  -5.018  -2.366  1.107  0.099
C  3.220  3.068  -3.745  -0.093
C  2.546  2.750  -4.929  -0.092
C  1.782  1.583  -5.012  -0.064
C  1.666  0.750  -3.900  -0.272
S  0.790  -0.821  -4.062  0.638
C  -0.744  -0.630  -3.293  -0.235
C  -1.819  -1.463  -3.655  -0.306
C  -3.138  -0.966  -3.410  -0.069
C  -4.239  -1.770  -3.626  -0.077
C  -4.086  -3.079  -4.109  -0.296
C  -5.251  -3.908  -4.227  -0.237
N  -6.244  -4.532  -4.245  0.082
C  -2.807  -3.557  -4.466  -0.058
C  -1.686  -2.760  -4.278  -0.041
O  0.659  -0.967  -5.501  -0.357
O  1.609  -1.766  -3.329  -0.356
C  2.323  1.065  -2.708  -0.059
C  3.101  2.227  -2.628  -0.088
H  3.832  3.972  -3.692  0.097
H  2.614  3.399  -5.803  0.097
H  1.285  1.307  -5.942  0.108
H  -0.929  0.360  -2.868  0.067
H  -3.257  0.066  -3.063  0.102
H  -5.238  -1.391  -3.415  0.104
H  -2.741  -4.559  -4.902  0.109
H  -0.691  -3.098  -4.591  0.100
H  2.235  0.390  -1.854  0.112
H  3.623  2.454  -1.696  0.092

Forces on atoms 1 to 6 (eV/Å):
-0.22 0.04 -0.20
-0.45 0.10 -0.02
-0.04 -0.05 0.21
0.62 -0.19 -0.05
0.11 -0.39 -0.16
0.10 -0.30 -0.71

The charge is -1. For the HOMO-LUMO gap, the calculation gives 4.233 eV. As for the max |F|: 2.2 eV/A. The molar mass comes out at 593.813 g/mol.

(3)
# C37H41N5P2SSeTaTe

C37H41N5P2SSeTaTe as an isolated structure (ωB97M-V/def2-TZVPD, the Open Molecules 2025 dataset).

Last column: Löwdin charge in e.
Cartesian coordinates (Å):
Ta  0.170  0.211  0.186  0.953
C  1.062  0.497  3.868  -0.245
P  -0.360  0.227  2.778  0.710
C  -1.125  -1.222  3.572  -0.226
C  -1.470  1.652  3.104  -0.372
C  -2.527  1.932  2.029  -0.360
P  -1.912  2.054  0.290  0.787
C  -3.426  1.844  -0.702  -0.214
C  -1.656  3.815  -0.020  -0.240
H  0.704  0.500  4.899  0.074
H  1.551  1.444  3.647  0.017
H  1.782  -0.312  3.745  0.061
H  -1.301  -0.990  4.623  0.072
H  -0.430  -2.060  3.510  0.064
H  -2.069  -1.524  3.129  0.029
H  -0.816  2.516  3.229  0.064
H  -1.953  1.481  4.070  0.109
H  -3.037  2.875  2.245  0.107
H  -3.303  1.165  2.045  0.080
H  -4.118  2.638  -0.414  0.076
H  -3.915  0.888  -0.553  0.027
H  -3.193  1.965  -1.761  0.067
H  -2.548  4.362  0.292  0.076
H  -1.516  3.965  -1.092  0.074
H  -0.795  4.217  0.490  -0.010
Se  -3.924  -2.672  -5.933  1.276
N  -2.349  -1.871  -5.785  -0.195
C  -2.185  -1.577  -4.518  -0.336
C  -1.009  -0.891  -3.993  -0.053
C  0.046  -0.450  -4.797  0.073
C  1.106  0.208  -4.211  0.022
C  1.098  0.418  -2.838  -0.104
N  0.092  0.006  -2.057  -0.049
C  -0.944  -0.650  -2.626  -0.141
C  -2.007  -1.061  -1.727  -0.155
N  -1.832  -0.776  -0.414  -0.067
C  -2.834  -1.063  0.420  -0.203
C  -4.025  -1.648  0.013  -0.009
C  -4.193  -1.965  -1.317  0.061
C  -3.163  -1.671  -2.212  -0.061
C  -3.247  -1.955  -3.642  -0.337
N  -4.273  -2.555  -4.198  -0.198
H  0.011  -0.638  -5.863  0.143
H  1.943  0.558  -4.796  0.135
H  1.919  0.914  -2.344  0.087
H  -2.686  -0.803  1.455  0.068
H  -4.798  -1.849  0.742  0.141
H  -5.100  -2.427  -1.686  0.145
C  -1.632  -3.778  0.572  -0.009
C  -0.175  -3.930  0.283  -0.285
C  0.273  -5.248  0.045  0.010
C  1.593  -5.496  -0.153  0.043
C  2.493  -4.415  -0.095  -0.135
C  3.887  -4.619  -0.224  0.022
C  4.762  -3.574  -0.134  -0.024
C  4.255  -2.285  0.077  -0.075
C  2.896  -2.071  0.184  -0.542
S  2.436  -0.406  0.396  0.552
C  1.963  -3.122  0.112  -0.240
N  0.626  -2.869  0.280  0.126
H  -2.044  -4.709  0.953  0.106
H  -2.178  -3.534  -0.340  0.080
H  -1.794  -3.006  1.315  0.050
H  -0.452  -6.050  0.048  0.129
H  1.962  -6.500  -0.321  0.141
H  4.247  -5.626  -0.386  0.136
H  5.827  -3.729  -0.220  0.129
H  4.932  -1.444  0.151  0.116
C  1.866  8.710  -0.483  -0.020
C  1.693  7.246  -0.207  -0.228
C  1.311  6.790  1.046  0.016
C  1.172  5.435  1.332  -0.326
C  0.797  5.043  2.734  -0.058
C  1.411  4.534  0.292  -0.476
Te  1.594  2.458  0.753  1.155
C  1.805  4.939  -0.990  -0.309
C  2.111  4.018  -2.137  -0.068
C  1.935  6.306  -1.203  0.012
H  1.487  9.319  0.334  0.087
H  1.349  8.997  -1.398  0.094
H  2.922  8.946  -0.619  0.101
H  1.128  7.506  1.839  0.136
H  1.461  5.519  3.454  0.104
H  0.867  3.966  2.892  -0.004
H  -0.221  5.358  2.974  0.100
H  1.668  3.033  -2.005  -0.006
H  3.188  3.890  -2.259  0.105
H  1.722  4.433  -3.066  0.097
H  2.235  6.646  -2.188  0.138

Forces on atoms 1 to 6 (eV/Å):
0.10 -0.28 -0.28
0.05 0.02 0.00
-0.18 -0.09 -0.05
0.03 -0.02 0.01
-0.04 0.02 0.00
0.00 -0.06 0.00

The charge is +3. For the HOMO-LUMO gap (alpha / beta), the calculation gives 5.664 / 5.639 eV. As for the energy above the lowest of the compared OMol25 structures with the same formula, charge and spin: 21.52 kcal per mole. As for the max |F|: 0.5 eV/A. The molar mass comes out at 1037.293 g/mol.

Q: Among the records above, which one has the highest max |F|?
A: C37H41N2O3S